1.
The following is a quantum chemistry calculation of 2 unconnected molecules or ions with the total composition C3H7P in a non-equilibrium geometry, from the Open Molecules 2025 dataset.

The value obtained for the energy relative to the best compared isomer or geometry (same formula, charge and spin) is 321.3 kJ/mol. The HOMO energy is -0.334 hartree. For the orbital gap, the calculation gives 9.2 eV. Its total charge is 0. As for the total energy: -459.6881 Eh.

Last column: Löwdin charge in e.
Element x y z (Å)
C1 -0.499 -0.264 1.349  -0.35
C2 0.261 -1.210 0.448  -0.43
C3 -0.049 1.039 -1.107  -0.35
P1 -1.053 -0.399 -0.430  0.84
H1 -1.130 -0.680 2.016  0.02
H2 -0.065 0.672 1.558  0.05
H3 1.792 -0.938 -0.582  0.20
H4 0.360 -2.240 0.661  0.00
H5 0.461 1.658 -0.439  0.01
H6 -0.685 1.746 -1.613  0.01
H7 0.607 0.616 -1.860  0.01

2.
The following is a quantum chemistry calculation of a molecular structure, C5H6N in a non-equilibrium geometry, from the Open Molecules 2025 dataset.

The value obtained for the energy relative to the best compared isomer or geometry (same formula, charge and spin) is 811.3 kJ/mol. The HOMO energy is -0.511 hartree. For the orbital gap, the calculation gives 8.2 eV. Its total charge is +1. As for the total energy: -248.3067 Eh.

Last column: Löwdin charge in e.
Element x y z (Å)
C1 -0.217 -1.207 0.020  -0.05
C2 -1.864 -0.453 0.844  0.39
C3 1.932 0.052 0.448  0.20
C4 -1.427 0.809 0.097  -0.18
C5 -0.322 0.099 -0.720  -0.15
N1 0.788 -0.320 0.123  -0.09
H1 -0.121 -2.260 -0.098  0.14
H2 2.092 0.997 -0.096  0.14
H3 2.682 -0.609 0.943  0.15
H4 -2.331 1.120 -0.565  0.17
H5 -1.053 1.468 0.819  0.11
H6 -0.160 0.303 -1.816  0.18

3.
The following is a quantum chemistry calculation of 2 unconnected molecules or ions with the total composition C3H9NO2 in a non-equilibrium geometry, from the Open Molecules 2025 dataset.

The value obtained for the energy relative to the best compared isomer or geometry (same formula, charge and spin) is 303.9 kJ/mol. The HOMO energy is -0.361 hartree. For the orbital gap, the calculation gives 10.4 eV. Its total charge is 0. Its SMILES is CC(=O)O.CN. As for the total energy: -324.8568 Eh.

Last column: Löwdin charge in e.
Element x y z (Å)
C1 -1.269 0.877 1.399  -0.07
N1 -2.144 0.203 0.112  -0.09
H1 -2.503 1.007 -0.633  0.13
H2 -2.899 -0.422 0.348  0.02
H3 -0.429 -0.282 -0.935  0.15
H4 -0.404 0.038 1.588  0.10
H5 -1.671 0.742 2.310  -0.01
H6 -0.886 1.837 1.067  0.06
C2 2.081 -0.190 -0.253  0.01
C3 1.488 -1.203 -1.301  -0.63
O1 0.204 -0.938 -1.574  0.00
O2 1.955 -2.080 -1.888  0.13
H7 2.819 -0.525 0.490  0.08
H8 1.197 0.286 0.171  0.02
H9 2.463 0.651 -0.900  0.10

4.
The following is a quantum chemistry calculation of 3 unconnected molecules or ions with the total composition C44H52FNO9P in a non-equilibrium geometry, from the Open Molecules 2025 dataset.

The HOMO energy is -0.167 hartree. For the orbital gap, the calculation gives 4.8 eV. Its total charge is -1. As for the total energy: -2881.0148 Eh.

Last column: Löwdin charge in e.
Element x y z (Å)
C1 -7.180 1.865 4.943  -0.11
C2 -6.310 0.703 4.427  -0.26
C3 -7.043 -0.638 4.431  -0.22
C4 -7.873 -0.941 3.171  -0.22
C5 -7.171 -0.612 1.853  -0.22
C6 -5.783 -1.266 1.773  -0.22
C7 -5.142 -0.886 0.439  -0.27
C8 -3.674 -1.330 0.347  -0.30
P1 -2.454 -0.064 1.141  0.57
N1 -1.399 1.086 2.001  -0.13
F1 -2.117 -1.256 2.402  -0.37
C9 -1.058 -0.842 0.071  -0.23
C10 0.342 -0.263 0.145  -0.21
O1 0.524 0.994 -0.579  -0.03
C11 0.524 0.827 -1.915  -0.59
C12 1.712 0.191 -2.587  0.01
O2 -0.398 1.156 -2.558  0.14
C13 -2.867 1.280 -0.178  -0.25
O3 -3.652 2.299 0.508  -0.20
C14 -3.567 3.536 -0.108  -0.29
O4 -4.717 4.314 0.134  -0.10
C15 -5.924 3.578 0.047  -0.19
C16 -6.113 2.879 -1.280  -0.23
O5 -7.497 2.859 -1.653  -0.07
H1 -7.107 1.887 6.029  0.06
H2 -6.774 2.797 4.560  0.06
H3 -8.225 1.767 4.660  0.06
H4 -5.461 0.607 5.098  0.11
H5 -5.904 0.983 3.461  0.08
H6 -6.380 -1.471 4.643  0.10
H7 -7.751 -0.601 5.263  0.10
H8 -8.107 -2.006 3.188  0.10
H9 -8.827 -0.408 3.216  0.10
H10 -7.095 0.470 1.768  0.10
H11 -7.738 -0.972 0.992  0.11
H12 -5.175 -0.797 2.540  0.08
H13 -5.850 -2.341 1.910  0.12
H14 -5.683 -1.421 -0.351  0.10
H15 -5.289 0.175 0.237  0.08
H16 -3.591 -2.291 0.855  0.07
H17 -3.461 -1.541 -0.707  0.06
H18 -3.558 0.421 1.916  0.03
H19 -0.717 0.675 2.621  0.00
H20 -1.034 1.847 1.446  0.02
H21 -0.963 -1.877 0.394  0.06
H22 -1.355 -0.908 -0.975  0.08
H23 1.006 -0.972 -0.367  0.10
H24 0.746 -0.188 1.137  0.08
H25 1.837 -0.822 -2.209  0.08
H26 2.658 0.697 -2.409  0.08
H27 1.525 0.076 -3.643  0.08
H28 -1.973 1.771 -0.559  0.07
H29 -3.496 0.893 -0.985  0.09
H30 -2.738 4.113 0.314  0.13
H31 -3.379 3.407 -1.184  0.12
H32 -6.057 2.910 0.893  0.11
H33 -6.731 4.306 0.125  0.12
H34 -5.730 1.860 -1.290  0.10
H35 -5.554 3.445 -2.031  0.12
H36 -7.516 2.561 -2.568  0.08
C17 5.333 -8.045 -0.329  -0.07
C18 4.210 -8.866 -0.306  -0.07
C19 2.989 -8.361 0.105  -0.01
C20 2.886 -7.035 0.507  -0.08
C21 4.016 -6.218 0.506  -0.08
C22 5.237 -6.725 0.077  -0.01
C23 3.937 -4.805 0.977  -0.28
O6 4.925 -4.098 0.969  0.10
C24 2.629 -4.295 1.460  -0.09
C25 2.544 -3.000 1.956  0.00
C26 1.328 -2.504 2.397  -0.05
C27 0.185 -3.295 2.339  -0.04
C28 0.265 -4.590 1.851  0.01
C29 1.485 -5.099 1.419  -0.09
C30 1.559 -6.500 0.930  -0.28
O7 0.569 -7.202 0.878  0.10
H37 6.286 -8.439 -0.659  0.10
H38 4.289 -9.901 -0.613  0.10
H39 2.113 -8.996 0.118  0.12
H40 6.109 -6.086 0.065  0.12
H41 3.430 -2.381 1.998  0.12
H42 1.268 -1.497 2.786  0.11
H43 -0.765 -2.896 2.676  0.09
H44 -0.621 -5.208 1.809  0.12
C31 10.826 3.703 -4.352  -0.06
C32 10.952 4.649 -3.339  -0.06
C33 9.835 5.063 -2.633  0.00
C34 8.586 4.541 -2.942  -0.08
C35 8.457 3.609 -3.973  -0.08
C36 9.582 3.185 -4.668  0.00
C37 7.119 3.072 -4.352  -0.28
O8 7.010 2.258 -5.246  0.10
C38 5.925 3.563 -3.614  -0.08
C39 4.663 3.118 -3.987  0.00
C40 3.543 3.557 -3.302  -0.05
C41 3.679 4.437 -2.233  -0.04
C42 4.933 4.889 -1.860  0.00
C43 6.059 4.463 -2.553  -0.08
C44 7.396 4.983 -2.161  -0.28
O9 7.519 5.754 -1.231  0.10
H45 11.701 3.374 -4.897  0.11
H46 11.923 5.062 -3.101  0.10
H47 9.932 5.794 -1.842  0.12
H48 9.482 2.453 -5.458  0.12
H49 4.557 2.430 -4.815  0.12
H50 2.560 3.212 -3.596  0.11
H51 2.802 4.773 -1.694  0.11
H52 5.039 5.577 -1.031  0.12

5.
The following is a quantum chemistry calculation of a molecular structure, C4H10O2, from the Open Molecules 2025 dataset.

The value obtained for the energy relative to the best compared isomer or geometry (same formula, charge and spin) is 469.3 kJ/mol. The HOMO energy is -0.282 hartree. For the orbital gap, the calculation gives 8.6 eV. Its total charge is 0. As for the total energy: -308.7194 Eh.

Last column: Löwdin charge in e.
Element x y z (Å)
C1 1.587 1.233 0.006  -0.08
O1 0.724 0.273 0.595  -0.19
C2 0.111 -0.562 -0.319  -0.33
C3 -0.277 -1.885 0.289  -0.06
C4 -1.785 0.558 -0.468  -0.11
O2 -1.356 1.749 -0.004  -0.10
H1 2.426 0.736 -0.503  0.09
H2 1.047 1.867 -0.706  0.09
H3 1.974 1.850 0.820  0.10
H4 0.725 -0.686 -1.224  0.14
H5 0.595 -2.536 0.415  0.08
H6 -0.999 -2.392 -0.360  0.09
H7 -0.737 -1.738 1.271  0.08
H8 -0.905 -0.033 -1.071  0.05
H9 -2.114 -0.098 0.354  0.06
H10 -1.017 1.664 0.906  0.10